[1]
Below is a cluster of 4 separate species, C33H42N2O12S2 in total at a distorted geometry, with properties calculated with ωB97M-V/def2-TZVPD.

Element x y z (Å)
C  4.074  -6.886  1.833
C  3.440  -5.685  1.925
C  2.885  -4.919  0.690
C  2.378  -3.506  1.079
C  1.014  -3.169  0.998
C  0.541  -1.873  1.401
C  1.514  -0.962  1.874
C  2.901  -1.264  1.925
C  3.350  -2.549  1.528
S  5.123  -2.936  1.607
S  1.002  0.672  2.452
C  -0.607  0.857  1.679
C  -1.133  2.172  1.539
C  -2.415  2.375  0.962
C  -3.110  1.224  0.519
C  -2.581  -0.076  0.628
C  -1.296  -0.300  1.222
N  -0.875  -1.668  1.316
C  -1.644  -2.449  2.312
N  -2.635  -3.281  1.578
C  -2.651  -4.669  2.046
H  3.729  -7.694  2.502
H  4.936  -7.041  1.164
H  3.326  -5.166  2.901
H  2.081  -5.501  0.205
H  3.717  -4.780  -0.034
H  0.273  -3.910  0.653
H  3.630  -0.528  2.304
H  5.475  -2.863  0.286
H  -0.596  3.065  1.892
H  -2.855  3.378  0.857
H  -4.117  1.336  0.085
H  -3.184  -0.930  0.282
H  -2.230  -1.784  2.982
H  -0.991  -3.116  2.900
H  -3.553  -2.853  1.607
H  -1.692  -5.186  1.826
H  -2.927  -4.793  3.118
H  -3.423  -5.203  1.448
C  2.639  1.298  8.064
C  2.003  2.193  7.028
C  0.615  2.658  7.376
O  0.048  2.888  6.081
C  0.687  2.059  5.219
O  0.346  1.853  4.094
O  1.767  1.483  5.802
H  3.566  0.871  7.681
H  2.858  1.855  8.976
H  1.985  0.460  8.313
H  2.664  3.035  6.804
H  0.611  3.570  7.970
H  0.017  1.897  7.884
C  3.042  3.297  1.596
C  2.869  4.499  0.700
C  3.222  5.812  1.345
O  2.413  6.732  0.609
C  1.326  6.039  0.169
O  0.363  6.535  -0.319
O  1.489  4.702  0.368
H  2.622  2.409  1.128
H  4.098  3.117  1.809
H  2.514  3.432  2.542
H  3.420  4.351  -0.235
H  4.278  6.059  1.249
H  2.935  5.866  2.399
C  -4.930  1.851  -3.198
C  -3.936  0.777  -3.570
C  -3.806  0.549  -5.048
O  -3.375  -0.816  -5.102
C  -3.862  -1.427  -3.984
O  -3.849  -2.600  -3.798
O  -4.370  -0.511  -3.112
H  -5.097  1.861  -2.120
H  -4.575  2.835  -3.507
H  -5.900  1.668  -3.665
H  -2.966  0.987  -3.109
H  -3.073  1.207  -5.513
H  -4.754  0.633  -5.586
C  -0.515  -1.693  -9.416
C  -0.498  -0.253  -8.964
C  -0.487  -0.072  -7.471
O  -1.097  1.216  -7.321
C  -1.921  1.386  -8.394
O  -2.719  2.260  -8.499
O  -1.711  0.418  -9.326
H  -0.684  -1.753  -10.492
H  0.429  -2.186  -9.180
H  -1.327  -2.244  -8.938
H  0.332  0.280  -9.439
H  0.518  -0.077  -7.054
H  -1.099  -0.807  -6.940

largest force on an atom = 4.3 eV Å⁻¹
HOMO level = -6.86 eV
molecular weight = 722.84 g/mol

=====

[2]
Below is a cluster of 4 separate species, C36H74ClN4O16P4 in total at a distorted geometry, with properties calculated with ωB97M-V/def2-TZVPD.

Element x y z (Å)
C  -5.591  -2.597  9.213
C  -4.205  -3.380  8.758
O  -3.066  -2.442  8.675
C  -3.184  -1.714  7.402
C  -1.675  -1.165  6.935
C  -1.978  -0.218  5.590
C  -0.704  0.757  5.243
C  -0.570  0.927  3.589
N  0.797  0.403  3.094
C  0.848  -1.064  2.772
C  0.438  -1.423  1.191
C  1.376  -2.417  0.247
C  1.036  -2.854  -1.296
C  -0.332  -2.270  -1.986
C  -1.344  -1.274  -1.107
C  -2.733  -0.766  -1.856
C  -0.944  -0.856  0.462
C  1.799  1.326  3.055
N  1.701  2.803  3.438
C  3.041  3.495  3.308
P  3.554  5.300  3.686
O  2.991  5.612  5.325
Cl  2.495  6.653  2.436
N  3.875  2.304  2.803
C  5.325  2.670  2.584
C  5.609  3.702  1.344
C  4.422  3.786  0.217
O  4.927  4.560  -0.928
C  5.036  5.996  -0.634
N  3.211  1.069  2.625
C  3.974  -0.113  2.101
C  4.804  -0.782  3.365
C  4.832  -2.429  3.187
C  5.987  -2.966  4.261
C  5.644  -2.434  5.794
O  6.399  -1.217  6.129
C  5.571  -0.214  6.819
H  -5.313  -1.605  9.786
H  -6.326  -2.379  8.329
H  -6.134  -3.309  9.974
H  -4.354  -3.992  7.770
H  -3.947  -4.142  9.636
H  -3.563  -2.366  6.497
H  -3.906  -0.796  7.494
H  -1.133  -0.574  7.789
H  -1.065  -2.094  6.541
H  -2.961  0.420  5.814
H  -2.272  -0.970  4.740
H  -0.900  1.835  5.658
H  0.341  0.317  5.588
H  -0.807  2.010  3.215
H  -1.392  0.220  3.137
H  1.849  -1.612  3.107
H  -0.009  -1.584  3.420
H  2.358  -2.836  0.783
H  1.826  -3.567  -1.829
H  -0.564  -2.618  -3.089
H  -3.292  0.078  -1.265
H  -2.581  -0.525  -3.005
H  -3.459  -1.713  -1.835
H  -1.718  -0.174  1.018
H  3.262  4.845  5.923
H  5.687  3.212  3.580
H  6.039  1.737  2.459
H  6.615  3.418  0.780
H  5.825  4.767  1.837
H  3.550  4.441  0.699
H  3.952  2.748  -0.084
H  6.078  6.434  -1.019
H  4.161  6.602  -1.176
H  4.960  6.280  0.500
H  3.346  -0.926  1.543
H  4.813  0.235  1.325
H  5.945  -0.442  3.305
H  4.283  -0.418  4.348
H  5.116  -2.760  2.089
H  3.764  -2.861  3.401
H  7.022  -2.569  3.854
H  5.973  -4.134  4.188
H  6.014  -3.286  6.544
H  4.479  -2.329  5.848
H  4.423  -0.278  6.593
H  5.919  0.860  6.446
H  5.842  -0.277  7.964
C  -5.103  -3.065  -5.634
O  -3.888  -3.779  -5.536
P  -2.826  -3.574  -6.731
O  -3.165  -2.505  -7.720
O  -2.677  -5.053  -7.351
C  -3.860  -5.700  -7.771
O  -1.438  -3.369  -5.945
C  -0.309  -2.989  -6.702
H  -5.808  -3.475  -4.907
H  -4.929  -2.010  -5.409
H  -5.534  -3.168  -6.634
H  -4.558  -4.992  -8.228
H  -4.333  -6.180  -6.911
H  -3.605  -6.467  -8.506
H  -0.098  -1.933  -6.515
H  -0.462  -3.144  -7.774
H  0.549  -3.584  -6.379
C  -0.645  6.220  2.255
O  -1.772  6.729  2.938
P  -3.157  6.781  2.118
O  -3.143  6.108  0.782
O  -3.511  8.351  2.085
C  -2.530  9.223  1.563
O  -4.219  6.192  3.173
C  -5.528  5.937  2.709
H  0.252  6.465  2.828
H  -0.729  5.134  2.167
H  -0.557  6.669  1.262
H  -2.008  8.770  0.714
H  -1.811  9.469  2.348
H  -3.014  10.144  1.228
H  -5.659  4.857  2.598
H  -5.727  6.427  1.751
H  -6.243  6.305  3.449
C  -3.220  -2.096  -11.461
O  -2.318  -2.494  -12.472
P  -1.890  -4.047  -12.494
O  -2.640  -4.938  -11.556
O  -0.298  -3.996  -12.258
C  0.163  -3.315  -11.110
O  -2.013  -4.429  -14.052
C  -1.868  -5.789  -14.404
H  -3.231  -1.005  -11.411
H  -4.224  -2.455  -11.701
H  -2.908  -2.485  -10.487
H  -0.504  -3.478  -10.257
H  0.227  -2.245  -11.326
H  1.160  -3.682  -10.853
H  -2.853  -6.197  -14.648
H  -1.422  -6.377  -13.597
H  -1.228  -5.859  -15.287

largest force on an atom = 11.0 eV Å⁻¹
charge = +1
HOMO level = -10.67 eV
molecular weight = 978.35 g/mol

=====

[3]
Below is an isolated molecule of C3H3ClOS at a distorted geometry, with properties calculated with ωB97M-V/def2-TZVPD.

Element x y z (Å)
S  -3.193  -0.169  -0.100
C  -1.580  -0.283  -0.055
O  -0.715  0.689  0.205
C  0.566  0.212  0.389
C  1.679  0.701  -0.145
Cl  3.035  -0.361  -0.069
H  -1.074  -1.243  -0.180
H  0.561  -0.665  1.074
H  1.730  1.451  -0.903

largest force on an atom = 1.7 eV Å⁻¹
relative energy (zero: lowest compared OMol25 entry of this formula, charge and spin) = 1.392 eV
HOMO level = -9.25 eV
molecular weight = 122.58 g/mol

=====

[4]
Below is a structure of composition C42H94N4O10 at a distorted geometry, with properties calculated with ωB97M-V/def2-TZVPD.

Element x y z (Å)
C  -0.986  -0.137  -4.587
C  0.049  -1.219  -4.765
O  -0.235  -1.967  -5.977
O  -2.294  -0.616  -4.846
H  -0.769  0.765  -5.171
H  -0.859  0.207  -3.553
H  -0.021  -2.013  -4.013
H  1.078  -0.862  -4.743
H  0.596  -2.155  -6.417
H  -2.167  -1.449  -5.322
C  -0.476  0.610  0.003
C  -1.615  0.071  -0.822
O  -1.162  -0.384  -2.106
O  0.207  -0.494  0.624
H  -0.693  1.317  0.801
H  0.242  1.096  -0.673
H  -2.309  0.904  -0.989
H  -2.149  -0.672  -0.220
H  -2.020  -0.588  -2.516
H  0.046  -1.257  0.052
C  -3.765  -2.263  -3.669
C  -2.569  -2.604  -4.527
O  -2.737  -2.312  -5.893
O  -3.804  -0.867  -3.315
H  -3.691  -2.854  -2.745
H  -4.736  -2.451  -4.137
H  -2.492  -3.689  -4.420
H  -1.670  -2.122  -4.135
H  -2.443  -1.414  -6.083
H  -4.633  -0.698  -2.862
C  1.006  3.154  -2.908
C  0.506  4.542  -2.424
C  -0.483  5.030  -3.493
C  -1.474  6.105  -3.042
C  -2.162  5.626  -1.767
C  -1.188  5.227  -0.616
N  -0.148  4.326  -1.143
O  0.739  3.879  -0.145
C  -0.688  6.555  -0.058
C  -1.939  4.365  0.397
C  1.793  5.389  -2.318
H  1.666  2.750  -2.131
H  1.534  3.095  -3.856
H  0.176  2.443  -2.819
H  -0.059  5.384  -4.432
H  -1.124  4.159  -3.663
H  -2.111  6.235  -3.917
H  -0.962  7.046  -2.831
H  -2.755  4.723  -1.972
H  -2.939  6.288  -1.380
H  -1.461  6.843  0.657
H  0.336  6.528  0.325
H  -0.552  7.349  -0.795
H  -2.936  4.792  0.559
H  -2.030  3.317  0.129
H  -1.488  4.457  1.390
H  2.514  4.965  -1.620
H  1.586  6.376  -1.885
H  2.222  5.602  -3.297
H  0.520  2.943  -0.106
C  5.365  -0.188  1.374
C  4.257  0.642  0.735
C  4.782  1.952  0.048
C  5.446  1.814  -1.301
C  4.418  1.182  -2.236
C  3.981  -0.216  -1.691
N  3.523  -0.076  -0.340
O  2.778  -1.174  0.126
C  2.835  -0.678  -2.572
C  5.179  -1.213  -1.850
C  3.226  1.102  1.769
H  5.203  -1.261  1.284
H  5.561  0.130  2.397
H  6.297  -0.013  0.825
H  3.940  2.649  0.023
H  5.471  2.370  0.792
H  6.333  1.195  -1.163
H  5.738  2.792  -1.686
H  4.894  0.916  -3.188
H  3.603  1.823  -2.574
H  3.165  -0.772  -3.610
H  2.486  -1.676  -2.299
H  2.011  0.036  -2.509
H  4.846  -2.139  -1.366
H  5.577  -1.517  -2.816
H  5.956  -0.871  -1.166
H  3.186  0.420  2.624
H  2.210  1.119  1.374
H  3.366  2.095  2.203
H  1.947  -0.784  0.440
C  -2.073  -4.959  2.052
C  -1.499  -5.295  0.673
C  -1.830  -4.190  -0.352
C  -0.809  -4.052  -1.485
C  0.628  -3.934  -0.948
C  0.994  -5.235  -0.211
N  -0.045  -5.534  0.770
O  0.262  -6.645  1.556
C  1.047  -6.388  -1.283
C  2.345  -5.105  0.461
C  -2.138  -6.633  0.130
H  -2.072  -5.858  2.664
H  -3.084  -4.559  1.947
H  -1.506  -4.157  2.527
H  -2.731  -4.516  -0.876
H  -1.927  -3.191  0.076
H  -1.085  -3.099  -1.953
H  -0.876  -4.764  -2.306
H  0.687  -3.076  -0.279
H  1.156  -3.779  -1.889
H  0.262  -6.393  -2.040
H  2.006  -6.552  -1.778
H  0.874  -7.388  -0.859
H  2.490  -5.820  1.272
H  3.250  -5.026  -0.139
H  2.345  -4.164  1.027
H  -1.866  -7.473  0.770
H  -1.533  -6.844  -0.758
H  -3.196  -6.655  -0.114
H  0.140  -7.427  0.992
C  -4.173  -0.354  5.627
C  -2.717  -0.100  5.209
C  -2.734  0.521  3.811
C  -1.466  1.350  3.570
C  -1.323  2.485  4.562
C  -1.284  1.999  6.022
N  -2.253  0.913  6.210
O  -2.308  0.435  7.531
C  0.161  1.508  6.244
C  -1.689  3.172  6.940
C  -1.886  -1.396  5.117
H  -4.771  0.555  5.727
H  -4.253  -0.913  6.558
H  -4.706  -0.884  4.831
H  -2.673  -0.249  3.038
H  -3.604  1.138  3.585
H  -1.500  1.861  2.600
H  -0.576  0.732  3.441
H  -2.010  3.332  4.474
H  -0.392  2.988  4.274
H  0.919  2.292  6.347
H  0.237  0.888  7.139
H  0.525  0.995  5.352
H  -2.725  3.267  7.283
H  -1.181  3.185  7.908
H  -1.513  4.103  6.398
H  -1.668  -1.846  6.085
H  -0.886  -1.140  4.753
H  -2.298  -2.078  4.375
H  -3.070  0.916  7.876

largest force on an atom = 9.5 eV Å⁻¹
relative energy (zero: lowest compared OMol25 entry of this formula, charge and spin) = 8.693 eV
HOMO level = -7.76 eV
molecular weight = 815.23 g/mol

=====

[5]
Below is a structure of composition C9H14N at a distorted geometry, with properties calculated with ωB97M-V/def2-TZVPD.

Element x y z (Å)
C  0.902  1.291  -0.854
C  2.018  0.778  -0.464
C  -1.449  -1.339  -1.092
C  -2.254  -0.821  0.096
C  -0.504  1.128  -0.373
C  2.101  -0.327  0.496
C  0.273  -0.958  0.884
C  -0.796  -0.381  -0.038
C  -0.536  2.041  0.903
N  1.385  -1.608  0.082
H  0.809  2.199  -1.393
H  3.023  1.121  -0.895
H  -1.377  -2.507  -1.155
H  -1.611  -0.940  -2.120
H  -2.966  0.001  -0.030
H  -2.419  -1.600  0.969
H  -1.106  1.409  -1.253
H  2.880  -0.435  1.280
H  0.154  -1.441  1.852
H  -1.437  2.002  1.369
H  -0.330  3.058  0.502
H  0.242  1.604  1.529
H  1.162  -1.743  -0.851
H  1.835  -2.531  0.557

largest force on an atom = 5.9 eV Å⁻¹
charge = +1
relative energy (zero: lowest compared OMol25 entry of this formula, charge and spin) = 5.132 eV
HOMO level = -13.31 eV
molecular weight = 136.22 g/mol

=====

Question: The lowest HOMO level belongs to which entry?
Answer: C9H14N